# 1
ORCA calculation (wB97M-V/def2-TZVPD) on a molecular structure, C35H30AsF2N5PtS.

Geometry (Å):
1 Pt 0.43641 -0.48678 0.61923
2 C -2.39969 0.67982 2.18523
3 N -1.90889 0.86052 0.81983
4 C -1.48449 2.21232 0.48123
5 C -0.21789 2.55742 1.19463
6 N 0.75801 1.70592 1.42653
7 C 1.74351 2.39822 2.09253
8 C 2.97521 1.99292 2.59863
9 C 3.75061 2.94062 3.23553
10 C 3.31161 4.25672 3.39173
11 C 2.08911 4.67832 2.90393
12 C 1.31501 3.73412 2.24763
13 N 0.06681 3.78912 1.66483
14 C -1.80919 -0.55458 2.79343
15 N -0.69219 -1.12388 2.38583
16 C -0.42919 -2.17548 3.23363
17 C 0.61371 -3.09958 3.26993
18 C 0.62211 -4.00578 4.31143
19 C -0.38029 -4.01868 5.28313
20 C -1.43579 -3.12488 5.24543
21 C -1.45379 -2.20838 4.20463
22 N -2.31309 -1.17798 3.87673
23 H -3.49439 0.61452 2.22733
24 H -2.09449 1.53732 2.79923
25 H -2.61399 0.55102 0.15503
26 H -2.24589 2.97002 0.71303
27 H -1.28949 2.23692 -0.60347
28 H 3.30531 0.97402 2.50103
29 H 4.71531 2.66122 3.63083
30 H 3.94841 4.95862 3.90413
31 H 1.74681 5.69082 3.03773
32 H -0.51589 4.60742 1.57983
33 H 1.38761 -3.09348 2.51853
34 H 1.42551 -4.71918 4.38093
35 H -0.32749 -4.74548 6.07913
36 H -2.19819 -3.13238 6.00713
37 H -3.14989 -0.92678 4.38463
38 S -0.26949 -3.06588 -0.16507
39 C 0.37761 -3.08468 -1.75707
40 C 0.78841 -4.31478 -2.29657
41 C 1.34311 -4.36508 -3.55637
42 C 1.46581 -3.20198 -4.30987
43 C 1.04631 -1.97718 -3.79697
44 C 0.49081 -1.90868 -2.53237
45 As -0.23279 -0.27228 -1.77837
46 C -2.08429 -0.31448 -2.38507
47 C -2.83689 -1.46778 -2.17297
48 C -4.15759 -1.51618 -2.57987
49 C -4.73249 -0.41608 -3.19997
50 C -4.00489 0.75372 -3.35667
51 C -2.68879 0.81622 -2.93177
52 C 0.64101 1.16182 -2.74407
53 C 1.64171 1.84972 -2.06357
54 C 2.36361 2.84162 -2.70227
55 C 2.05681 3.17772 -4.01097
56 C 1.04671 2.50772 -4.68387
57 C 0.34361 1.48832 -4.06417
58 H 0.68341 -5.20648 -1.70067
59 H 1.69001 -5.30398 -3.96007
60 H 1.88751 -3.24498 -5.30127
61 H 1.16431 -1.07518 -4.38837
62 H -2.38139 -2.31838 -1.67067
63 H -4.73479 -2.41018 -2.40597
64 H -5.75439 -0.46238 -3.53907
65 H -4.46329 1.62362 -3.80037
66 H -2.12239 1.73792 -3.03867
67 H 1.84871 1.58932 -1.02627
68 H 3.16361 3.34332 -2.17977
69 H 2.61291 3.95822 -4.50577
70 H 0.81321 2.77522 -5.70157
71 H -0.42029 0.94402 -4.61007
72 F 2.75731 -2.03188 -0.34287
73 C 2.60211 -0.98758 0.52393
74 F 2.99071 -1.43908 1.74083
75 H 3.30751 -0.19828 0.21423

Summary:
- Energy relative to the best compared isomer or geometry (same formula, charge and spin): 76.5 kcal per mole
- Charge: +2
- Spin multiplicity: 1
- Lowest unoccupied orbital energy (spin up / spin down): -0.2807 / -0.2807 Ha
- DFT total energy: -4578.023993 Eh
- Orbital gap (spin up / spin down): 5.64 / 5.63 eV


# 2
ORCA calculation (wB97M-V/def2-TZVPD) on a molecular structure, C35H30Br4ClNO5PtSSi.

Geometry (Å):
1 Pt -0.45866 0.19361 1.18591
2 Br -0.68333 7.20897 -0.01249
3 C -1.31717 5.46824 0.39868
4 C -2.63800 5.25387 0.74388
5 Br -3.86263 6.70844 0.83081
6 C -3.07064 3.95297 1.04214
7 Br -4.89260 3.57956 1.45525
8 C -2.22111 2.82375 1.02400
9 O -2.60433 1.64148 1.25604
10 C -0.83525 3.06945 0.67461
11 O 0.00758 2.06627 0.58202
12 C -0.43824 4.36324 0.36200
13 Br 1.37690 4.56058 -0.15838
14 C 2.08393 -1.64881 2.53897
15 Si 1.17309 -0.00957 2.68901
16 C 0.61152 0.15130 4.47827
17 C 2.47456 1.30506 2.32662
18 C 3.03056 1.31456 1.04018
19 C 4.00227 2.23868 0.68551
20 C 4.43287 3.18577 1.60844
21 C 3.88408 3.20268 2.88285
22 C 2.91385 2.26736 3.23470
23 H 2.98014 -1.66154 3.17034
24 H 2.37744 -1.79355 1.49616
25 H 1.43229 -2.47935 2.82500
26 H 1.46075 0.08507 5.16715
27 H -0.08568 -0.65869 4.71035
28 H 0.09276 1.09867 4.64491
29 H 2.66559 0.60726 0.29832
30 H 4.39983 2.24152 -0.32404
31 H 5.17445 3.92431 1.32475
32 H 4.19862 3.95375 3.59958
33 H 2.48487 2.30210 4.23192
34 C 5.16802 -1.29390 -3.64661
35 C 4.12544 -0.22138 -3.49990
36 C 4.46564 1.12276 -3.49527
37 C 3.49435 2.09182 -3.30888
38 Cl 3.96403 3.77879 -3.28090
39 C 2.17152 1.73940 -3.12433
40 C 1.81649 0.39639 -3.14326
41 C 2.78547 -0.58587 -3.32459
42 O 2.56171 -1.92757 -3.34741
43 C 1.26435 -2.45392 -3.07226
44 C 0.74228 -2.20096 -1.64153
45 O -0.33092 -2.81482 -1.36841
46 O 1.37200 -1.38902 -0.96342
47 H 6.16079 -0.85419 -3.75167
48 H 4.96782 -1.92440 -4.51586
49 H 5.16358 -1.95123 -2.77478
50 H 5.50146 1.41723 -3.61639
51 H 1.42785 2.49857 -2.91933
52 H 0.79410 0.12751 -2.93239
53 H 1.34900 -3.52612 -3.23730
54 H 0.53098 -2.05808 -3.78421
55 N -0.99381 -1.79099 1.40170
56 S -2.59602 -1.65566 1.56975
57 C -3.20846 -3.31643 1.25256
58 C -2.85677 -3.97823 0.08262
59 C -3.29751 -5.27833 -0.10842
60 C -4.08169 -5.90673 0.85365
61 C -4.41853 -5.23962 2.01975
62 C -3.97196 -3.93679 2.22385
63 C -3.36376 -0.94038 0.10971
64 C -4.71454 -0.64953 0.18076
65 C -5.31233 0.02701 -0.86761
66 C -4.55474 0.40970 -1.96719
67 C -3.20723 0.09015 -2.03134
68 C -2.60065 -0.59852 -0.99121
69 H -0.73780 -2.24908 0.51201
70 H -2.22033 -3.49258 -0.65316
71 H -3.02166 -5.80577 -1.01284
72 H -4.42300 -6.92261 0.69409
73 H -5.02144 -5.72977 2.77427
74 H -4.21737 -3.40243 3.13436
75 H -5.28261 -0.89777 1.07050
76 H -6.35908 0.29494 -0.80769
77 H -5.01559 0.97514 -2.76772
78 H -2.61221 0.39294 -2.88406
79 H -1.55717 -0.88667 -1.05307

Summary:
- Energy relative to the best compared isomer or geometry (same formula, charge and spin): 16.5 kcal per mole
- Charge: -2
- Spin multiplicity: 1
- Lowest unoccupied orbital energy: 0.1416 Ha
- DFT total energy: -13346.038508 Eh
- Orbital gap: 5.17 eV


# 3
ORCA calculation (wB97M-V/def2-TZVPD) on a molecular structure, C35H30FN7O14SSr.

Geometry (Å):
1 Sr 0.44210 -1.07551 -0.25598
2 O -0.53906 -1.45262 7.04816
3 C -0.84133 -2.38410 6.21596
4 O -1.06808 -3.55190 6.49703
5 C -0.92608 -1.95359 4.75679
6 C -0.98719 -0.60845 4.40625
7 C -0.97543 -0.25839 3.07051
8 N -0.90860 -1.15367 2.08293
9 C -0.90493 -2.44985 2.40917
10 C -0.90027 -2.88692 3.73023
11 C -0.75615 -3.47055 1.25429
12 O -0.35735 -4.58950 1.57226
13 O -1.01503 -3.02086 0.09323
14 H -1.05613 0.16072 5.16542
15 H -1.00180 0.78335 2.77652
16 H -0.85211 -3.94419 3.94342
17 F 4.24315 -1.88253 5.46148
18 C 4.29019 -0.79854 4.64870
19 C 3.95962 -0.94736 3.33602
20 C 4.06410 0.14233 2.46057
21 C 3.12147 0.28026 1.34299
22 O 2.07792 -0.39313 1.38848
23 C 3.43367 1.30989 0.38576
24 C 4.33561 2.24787 0.76560
25 N 4.89887 2.33430 2.00305
26 C 5.60192 3.52157 2.41609
27 C 4.90819 4.51278 3.31340
28 C 5.18391 4.85689 1.88167
29 C 4.70707 1.29829 2.90628
30 C 4.92895 1.46019 4.28300
31 C 4.53832 0.48578 5.18865
32 N 4.18874 0.91023 6.49540
33 C 3.05656 1.87140 6.42491
34 C 1.76411 1.16937 6.04057
35 N 1.41261 0.20091 7.11227
36 C 2.50210 -0.76407 7.36528
37 C 3.86383 -0.09097 7.51477
38 C 2.63542 1.61216 -0.89207
39 O 3.16363 2.35164 -1.71685
40 O 1.45551 1.14301 -0.89645
41 H 3.51811 -1.87454 2.99293
42 H 4.55939 3.04893 0.07612
43 H 6.66203 3.36346 2.57833
44 H 5.49088 4.98540 4.09211
45 H 3.87541 4.30924 3.56817
46 H 5.97232 5.56014 1.65462
47 H 4.33393 4.89754 1.21662
48 H 5.21420 2.42608 4.67115
49 H 3.26536 2.66294 5.71406
50 H 2.95018 2.34952 7.40252
51 H 1.87808 0.60099 5.11425
52 H 0.95893 1.89469 5.92969
53 H 0.51748 -0.45580 6.91628
54 H 1.19361 0.72724 7.95643
55 H 2.47578 -1.45887 6.53038
56 H 2.24415 -1.32999 8.25886
57 H 4.63066 -0.85986 7.54289
58 H 3.89559 0.43410 8.47464
59 O 2.25988 -2.68727 -6.17637
60 C 0.99361 -2.36080 -6.24383
61 O 0.34948 -2.41898 -7.27442
62 C 0.34071 -1.89818 -4.98499
63 C -0.97847 -1.51273 -4.94217
64 N -1.23691 -1.15152 -3.67616
65 N -0.16929 -1.27668 -2.87869
66 C 0.80337 -1.73403 -3.65181
67 C 2.15684 -2.02960 -3.03231
68 O 3.05498 -2.40651 -3.82116
69 O 2.25176 -1.88893 -1.79990
70 H 2.62689 -2.57141 -5.20793
71 H -1.71499 -1.48147 -5.72594
72 H -2.10825 -0.84437 -3.28288
73 N -1.05612 2.16675 -0.11056
74 C -0.81565 2.80900 1.12009
75 C 0.43616 2.70020 1.73183
76 C 0.68050 3.31125 2.94859
77 C -0.30457 4.05029 3.59108
78 C -1.55495 4.14550 2.99824
79 C -1.81024 3.52892 1.77890
80 S 0.06422 4.93143 5.10389
81 O -1.22421 5.33846 5.63691
82 O 0.93140 6.02416 4.68983
83 O 0.76565 3.95122 5.94757
84 H -1.70787 2.68705 -0.67993
85 H -0.18392 2.02020 -0.62062
86 H 1.20808 2.12817 1.23516
87 H 1.66290 3.22861 3.40475
88 H -2.32512 4.71094 3.50572
89 H -2.79455 3.61000 1.32944

Summary:
- Energy relative to the best compared isomer or geometry (same formula, charge and spin): 20.3 kcal per mole
- Charge: -2
- Spin multiplicity: 1
- Lowest unoccupied orbital energy: 0.1249 Ha
- DFT total energy: -3317.575453 Eh
- Orbital gap: 7.36 eV